Record 1
Here is a molecular structure, C68H167N5O29 at a distorted geometry from OMol25. Energies are from ωB97M-V/def2-TZVPD.

- strongest force on any atom (hartree/bohr) = 0.3209
- ΔE to the lowest compared entry with this formula, charge and spin (kJ/mol) = 3029.3
- highest occupied orbital energy (eV) = -6.813
- E_LUMO (eV) = 0.4
- gap between HOMO and LUMO (eV) = 7.225
- net charge = 0

Cartesian coordinates (Å):
C 10.85536 1.65003 -1.93885
O 10.37889 0.32675 -1.72341
C 9.04951 0.22232 -1.27653
C 8.90091 0.71191 0.15462
O 7.57739 0.56422 0.61841
C 7.27018 1.33951 1.76343
C 5.83493 1.03656 2.20592
O 5.68487 -0.34272 2.47334
C 5.21030 -1.10630 1.38427
H 10.21128 2.22554 -2.61092
H 11.84178 1.62501 -2.39457
H 10.88188 2.10035 -0.94514
H 8.83900 -0.83617 -1.43781
H 8.32886 0.75805 -1.90916
H 9.11462 1.78380 0.23949
H 9.61807 0.17355 0.78631
H 7.44580 2.40915 1.59232
H 7.97585 1.07577 2.55897
H 5.06434 1.40338 1.53030
H 5.64342 1.52187 3.16462
H 4.23360 -0.82776 0.97557
H 5.04919 -2.09493 1.81908
H 5.92347 -1.26403 0.57557
C -6.60154 0.48036 -1.13515
O -6.09462 1.51391 -0.28419
C -6.14264 1.25018 1.11143
C -5.83371 2.52813 1.88305
O -4.42258 2.82329 1.83550
C -4.07656 4.17021 2.18341
C -4.41657 4.52558 3.63086
O -5.83993 4.60368 3.80253
C -6.25705 4.26472 5.12783
H -6.03644 -0.44839 -1.08450
H -6.73245 0.85379 -2.14923
H -7.65020 0.33005 -0.85450
H -5.32991 0.51595 1.17896
H -7.15198 0.92981 1.38889
H -6.00900 2.39765 2.94804
H -6.39373 3.31561 1.37492
H -4.52098 4.87199 1.47859
H -2.99054 4.23165 2.18176
H -4.00365 5.52237 3.81316
H -3.91895 3.80115 4.27955
H -5.51613 4.32020 5.92418
H -6.66654 3.25332 5.04860
H -7.09343 4.92071 5.37149
C -3.35480 -5.36166 -0.36045
O -2.89285 -4.04033 -0.55369
C -1.76333 -3.66962 0.21329
C -0.48905 -4.48597 -0.01343
O -0.13195 -4.51165 -1.39912
C 0.54933 -5.66821 -1.76002
C 0.60415 -5.84136 -3.26124
O -0.59872 -6.41323 -3.78454
C -1.73465 -5.52957 -3.78894
H -4.34258 -5.25213 -0.80883
H -3.43330 -5.65808 0.69504
H -2.71690 -6.15676 -0.76260
H -2.09685 -3.60831 1.25360
H -1.54837 -2.64405 -0.09496
H -0.57042 -5.44960 0.49216
H 0.32604 -3.94730 0.47677
H 0.13100 -6.62083 -1.40150
H 1.57258 -5.74911 -1.35749
H 1.34880 -6.60070 -3.50245
H 0.78179 -4.90496 -3.79976
H -2.50088 -6.18088 -4.20972
H -1.49261 -4.58162 -4.26635
H -2.11248 -5.37991 -2.77540
C -0.05187 4.66883 7.95104
O 0.44394 4.30401 6.69280
C -0.47278 3.46043 5.97954
C 0.11744 3.06502 4.61460
O 1.24021 2.19467 4.65915
C 2.35963 2.67147 5.42282
C 3.53851 1.70753 5.32438
O 3.35849 0.51590 6.14453
C 3.64519 0.60028 7.51387
H -1.09603 4.99831 7.93541
H 0.61765 5.44934 8.31597
H 0.02314 3.85411 8.68320
H -1.27619 4.17746 5.77773
H -0.84664 2.55503 6.46148
H 0.27919 3.92088 3.95192
H -0.64434 2.49529 4.07549
H 2.01239 2.62505 6.45425
H 2.67424 3.67841 5.14614
H 4.52584 2.14789 5.46741
H 3.56515 1.12503 4.39875
H 3.48617 -0.38556 7.95083
H 2.97330 1.31944 7.99997
H 4.66507 0.92412 7.75068
C 1.51683 0.67696 -12.72493
O 1.52261 -0.16214 -11.57368
C 0.40119 0.12994 -10.76788
C 0.53251 -0.85541 -9.57918
O -0.64847 -0.75362 -8.80580
C -0.68208 -1.73895 -7.78648
C 0.25235 -1.45838 -6.62093
O -0.41220 -1.53817 -5.38184
C 0.49626 -1.79187 -4.31707
H 1.62949 1.68996 -12.32950
H 0.60916 0.54655 -13.32122
H 2.32745 0.43632 -13.41112
H -0.56637 -0.08978 -11.22709
H 0.46619 1.17192 -10.43864
H 1.42886 -0.64264 -8.99436
H 0.58626 -1.81712 -10.09886
H -0.55262 -2.73444 -8.22874
H -1.74041 -1.75514 -7.51008
H 0.75420 -0.49275 -6.77419
H 1.13455 -2.10946 -6.67840
H -0.00333 -1.56002 -3.37321
H 1.43143 -1.24085 -4.40179
H 0.66186 -2.86604 -4.18279
C 1.64603 3.29396 -0.85264
O 1.48812 2.59874 0.38309
C 2.72459 2.49374 1.06380
C 3.12607 3.82256 1.71672
O 4.24118 3.61475 2.58841
C 4.83817 4.79169 3.07231
C 4.30400 5.34946 4.39630
O 3.01721 5.87567 4.15298
C 2.45397 6.68068 5.16561
H 2.35978 2.80447 -1.51867
H 1.76222 4.37413 -0.76108
H 0.67625 3.14222 -1.33485
H 3.44934 2.11159 0.33449
H 2.66916 1.73305 1.84647
H 2.21881 4.03802 2.28649
H 3.34608 4.54653 0.93241
H 4.96139 5.54217 2.28351
H 5.90376 4.56156 3.19298
H 4.90704 6.18850 4.76221
H 4.24940 4.54937 5.14158
H 2.25741 6.19751 6.12654
H 1.50927 7.07942 4.80313
H 3.13750 7.52214 5.32583
C -3.95099 -2.46639 -3.18285
O -4.34633 -1.12019 -3.34511
C -3.42773 -0.30549 -4.00960
C -3.52159 -0.34942 -5.53687
O -4.73359 0.24558 -5.90696
C -4.93885 0.30589 -7.29935
C -4.08168 1.38866 -7.98356
O -4.37336 2.62857 -7.36155
C -3.24961 3.15899 -6.66892
H -4.03951 -2.92825 -4.17452
H -4.63096 -2.98027 -2.50728
H -2.92694 -2.57838 -2.81690
H -2.39004 -0.48614 -3.70793
H -3.68820 0.71634 -3.72110
H -3.48251 -1.39630 -5.86673
H -2.61288 0.12412 -5.92508
H -5.98990 0.48166 -7.52805
H -4.73069 -0.70095 -7.68901
H -4.42198 1.38889 -9.02288
H -3.02498 1.11644 -7.99307
H -2.83814 2.42116 -5.97738
H -3.59440 4.00829 -6.08080
H -2.46810 3.52275 -7.33971
C 4.01246 -7.36797 -4.08375
O 4.15280 -6.56427 -2.91681
C 3.66165 -5.22928 -2.99001
C 3.83790 -4.58133 -1.58972
O 3.39155 -3.26010 -1.46565
C 1.99812 -3.09721 -1.36647
C 1.52913 -1.69357 -1.63576
O 1.72582 -1.45310 -3.03374
C 1.60746 -0.12391 -3.47662
H 3.80194 -8.39504 -3.80190
H 4.92465 -7.20670 -4.66025
H 3.17797 -7.00617 -4.69371
H 2.62660 -5.25694 -3.33823
H 4.30804 -4.71753 -3.70986
H 4.89136 -4.56385 -1.32865
H 3.18717 -5.21539 -0.97616
H 1.76779 -3.33775 -0.31793
H 1.40469 -3.79128 -1.96995
H 2.05485 -0.94718 -1.02956
H 0.46794 -1.52144 -1.43710
H 2.53948 0.44292 -3.38732
H 0.86843 0.44225 -2.89617
H 1.27715 -0.16729 -4.51299
C -3.00733 5.57674 -1.47855
C -1.59591 5.24194 -1.05885
C -0.78867 6.45534 -0.59585
O -1.00515 7.65803 -1.32911
C -1.91839 8.55680 -0.74033
N -1.65009 4.24638 0.02326
H -2.97509 6.38256 -2.21335
H -3.59290 5.90504 -0.61989
H -3.45151 4.70736 -1.96378
H -1.04164 4.79895 -1.89583
H 0.28174 6.30545 -0.76489
H -0.87793 6.60606 0.48602
H -1.68553 8.65374 0.32386
H -2.98186 8.33872 -0.87608
H -1.78049 9.53158 -1.21128
H -0.74814 3.89717 0.33622
H -2.09956 3.41824 -0.36681
C -4.12502 -1.24375 0.68991
C -5.50417 -0.58364 0.54837
C -6.35074 -1.18620 -0.53913
O -6.45305 -2.57142 -0.30365
C -7.26355 -3.28793 -1.21874
N -6.15452 -0.57326 1.88805
H -3.53788 -0.80865 -0.12443
H -4.16194 -2.32733 0.74207
H -3.58383 -0.92110 1.58162
H -5.35432 0.47852 0.34133
H -5.94719 -0.91028 -1.52330
H -7.38050 -0.79686 -0.57035
H -6.94523 -3.11782 -2.24927
H -8.29147 -2.93764 -1.07227
H -7.20986 -4.33628 -0.93535
H -7.02037 -0.04484 1.82940
H -6.44174 -1.53023 2.07910
C -2.71866 -0.74292 -1.28889
C -2.46632 0.15407 -0.08609
C -1.01781 0.31959 0.40062
O -0.56161 -0.88820 0.95383
C 0.35651 -0.69226 1.97201
N -2.97193 1.49877 -0.48597
H -2.33606 -1.76615 -1.22696
H -2.17109 -0.29936 -2.12462
H -3.78897 -0.82678 -1.46670
H -3.12426 0.07467 0.79058
H -1.04216 1.12122 1.14123
H -0.49292 0.57418 -0.52946
H 0.16016 0.06765 2.74126
H 1.43405 -0.52632 1.81287
H 0.40796 -1.57704 2.61732
H -3.90750 1.34350 -0.85163
H -3.18063 1.94810 0.40865
C -1.27011 -0.84498 6.16688
C 0.16406 -1.02997 6.60170
C 0.47815 -2.39246 7.22834
O -0.32673 -2.48530 8.39048
C -0.16560 -3.68981 9.09298
N 1.03234 -0.83895 5.44704
H -1.53534 0.08748 5.66711
H -1.90717 -0.96545 7.04916
H -1.62779 -1.63970 5.50492
H 0.41399 -0.27015 7.35946
H 1.56175 -2.32411 7.39715
H 0.24208 -3.28711 6.64364
H -0.82820 -4.46664 8.69037
H -0.41096 -3.57481 10.14795
H 0.85439 -4.07640 9.00109
H 0.77486 0.00604 4.95260
H 1.95021 -0.58327 5.83717
C 2.87304 -5.42813 1.93815
C 2.10000 -5.49860 3.23033
C 2.24294 -4.13175 3.89702
O 3.57362 -3.78704 4.13462
C 3.72403 -2.38988 4.13327
N 0.68599 -5.74917 2.99879
H 2.46954 -4.63153 1.31085
H 2.85750 -6.42669 1.48678
H 3.93361 -5.24354 2.10042
H 2.54577 -6.28670 3.84973
H 1.73205 -4.15218 4.87205
H 1.71575 -3.38836 3.28832
H 4.78102 -2.12854 4.18350
H 3.16985 -2.01466 4.99178
H 3.39199 -1.99155 3.16883
H 0.19951 -5.90593 3.87495
H 0.61833 -6.62336 2.48671

Forces on atoms 1 to 2 (eV/Å):
-0.521 -0.294 0.633
0.486 0.185 -0.758

Results of the Mulliken charge analysis, in e, for atoms 1 through 8: number 1, C, carries -0.669; number 2, O, carries -0.400; number 3, C, carries -0.410; number 4, C, carries -0.473; number 5, O, carries -0.151; number 6, C, carries -0.957; number 7, C, carries 0.962; number 8, O, carries -0.390

---

Record 2
Here is a gas-phase ion, C5H11N2O2S (charge +1) at a distorted geometry from OMol25. Energies are from ωB97M-V/def2-TZVPD.

- strongest force on any atom (hartree/bohr) = 0.0894
- ΔE to the lowest compared entry with this formula, charge and spin (kJ/mol) = 363.3
- highest occupied orbital energy (eV) = -15.018
- E_LUMO (eV) = -5.5
- gap between HOMO and LUMO (eV) = 9.494
- net charge = +1

Cartesian coordinates (Å):
C 0.55679 0.63459 -0.24759
C -0.77931 -0.52781 1.50897
C 0.32778 -1.66625 -0.41220
C -1.78447 -0.37614 -0.86798
C -0.44274 -0.45667 0.05721
N 1.79551 0.39409 -0.11706
N 0.14272 1.80592 -0.65521
O 3.65636 0.39499 1.49381
O 1.14876 2.76832 -1.01426
S 3.29117 0.11974 0.16060
H -1.46788 -1.31525 1.81132
H -0.01213 -0.55529 2.28704
H -1.56355 0.18480 1.93312
H 1.06684 -1.84136 0.35759
H 0.84311 -1.53522 -1.33028
H -0.38127 -2.58829 -0.39359
H -2.47208 0.10024 -0.14874
H -2.35572 -1.36409 -1.01891
H -1.61642 0.19232 -1.83979
H -0.86591 1.89348 -0.89523
H 0.91245 3.73786 -0.66882

Forces on atoms 1 to 2 (eV/Å):
-2.030 1.241 0.172
-2.440 0.839 2.806

Results of the Mulliken charge analysis, in e, for atoms 1 through 8: number 1, C, carries 0.181; number 2, C, carries -1.622; number 3, C, carries -1.769; number 4, C, carries -1.452; number 5, C, carries 1.700; number 6, N, carries -0.188; number 7, N, carries 0.160; number 8, O, carries -0.324